[1]
101
Properties=species:S:1:pos:R:3:forces:R:3 method="wB97M-V/def2-TZVPD" molar_mass_g_mol=861.56 homo_ev=-5.230 fmax_ha_per_bohr=0.094
C -3.524 -2.455 -3.245 0.1 0.2 -0.6
C -3.038 -1.525 -4.491 -1.2 -1.9 0.6
O -3.583 -0.190 -4.267 2.8 1.4 0.0
B -2.539 0.801 -4.143 -0.4 -0.9 -1.8
O -1.985 1.427 -5.319 -0.3 -1.9 2.0
C -2.073 1.197 -2.618 -3.2 1.0 1.2
O -2.285 0.100 -1.662 0.5 0.8 -0.9
C -3.188 2.304 -2.139 0.4 -0.1 0.3
C -2.930 2.715 -0.579 -1.2 -0.6 -1.1
C -3.505 4.201 -0.413 -0.5 -0.3 0.0
C -4.131 4.531 1.030 -0.9 1.2 -0.4
O -4.288 3.389 1.897 1.2 0.6 0.3
C -3.324 3.424 2.977 0.9 1.1 -0.5
C -2.886 1.971 3.487 -0.4 -0.2 -2.3
F -3.444 1.010 2.564 1.4 1.9 2.1
F -1.466 1.870 3.329 -2.9 0.0 0.9
C -3.410 1.566 4.947 -1.3 -0.6 1.4
F -3.648 2.668 5.814 0.7 -1.9 -2.3
F -4.691 0.936 4.764 3.1 1.5 0.5
C -2.386 0.588 5.756 -0.8 0.6 1.9
F -1.259 1.397 6.137 -2.3 -2.1 -1.3
F -3.014 0.232 7.000 1.3 0.8 -3.1
C -1.969 -0.727 4.940 1.1 -2.0 1.1
F -1.555 -1.695 5.929 -1.0 2.1 -2.0
F -3.027 -1.331 4.218 2.1 1.8 1.6
N -1.452 2.596 -0.204 0.4 2.1 -3.0
C -0.734 2.916 -1.473 -1.0 -0.8 2.4
N -0.175 4.122 -1.562 -0.6 -0.4 -0.8
P 0.643 4.627 -3.062 2.6 -1.0 -2.1
C -0.575 4.983 -4.467 -0.7 1.1 0.7
C 1.717 6.176 -2.707 -1.6 0.5 0.4
N -0.790 1.895 -2.496 0.2 1.4 2.0
C 0.436 1.244 -2.863 3.0 -0.5 -1.4
F 0.806 1.664 -4.208 -0.7 -0.7 2.5
F 1.500 1.760 -2.016 -2.2 -0.7 -1.5
C 0.555 -0.329 -2.824 0.4 -1.4 0.1
C 0.635 -0.961 -1.342 -1.5 1.6 0.3
Si 2.397 -1.371 -0.709 0.6 -1.7 0.4
C 3.823 -0.599 -1.724 0.8 0.9 -0.9
C 2.606 -3.293 -0.865 -0.1 0.3 0.4
C 2.427 -0.809 1.151 -0.1 1.7 2.9
C 2.248 0.746 1.367 0.2 -1.5 3.3
C 2.200 1.388 2.786 0.4 -4.6 -1.2
C 2.330 0.408 3.999 0.1 -1.1 -3.3
C 2.532 -1.136 3.785 -0.5 2.0 -2.4
C 2.579 -1.778 2.347 -0.6 4.6 0.6
H -4.518 -2.049 -2.815 1.6 -0.5 -0.9
H -2.759 -2.470 -2.399 -1.0 -0.1 -1.2
H -3.731 -3.503 -3.666 0.5 1.4 0.9
H -3.524 -1.975 -5.431 0.7 1.0 1.2
H -1.906 -1.557 -4.652 -1.4 0.2 0.4
H -1.800 0.728 -5.995 -0.6 1.0 0.5
H -3.220 0.107 -1.368 0.8 0.0 -0.5
H -3.178 3.215 -2.828 0.1 -1.1 0.9
H -4.243 1.852 -2.159 1.6 0.6 -0.3
H -3.464 1.917 0.034 0.6 1.5 -0.5
H -4.343 4.340 -1.194 1.3 -0.3 1.2
H -2.715 4.999 -0.671 -1.0 -1.3 0.3
H -3.535 5.396 1.504 -0.8 -1.5 -0.4
H -5.193 4.962 0.862 1.7 -0.8 0.3
H -2.372 3.924 2.548 -1.2 -1.0 1.0
H -3.713 4.127 3.788 0.5 -1.3 -0.7
H -1.032 -0.532 4.302 -1.7 -0.3 0.6
H -1.306 3.402 0.439 0.2 -0.9 -0.4
H -0.219 4.784 -0.771 -0.2 -0.9 -0.3
H -1.360 5.726 -4.075 0.8 -1.1 -1.0
H -1.023 4.009 -4.864 0.6 1.3 0.7
H 0.032 5.487 -5.309 -0.8 -0.8 1.5
H 2.730 6.025 -3.215 -1.6 0.1 0.8
H 1.818 6.277 -1.562 0.1 0.0 -1.9
H 1.130 7.069 -3.153 1.3 -1.1 0.9
H 1.546 -0.606 -3.354 -1.7 0.9 0.6
H -0.259 -0.908 -3.390 0.9 1.4 0.6
H 0.207 -0.150 -0.629 0.6 -1.4 -1.0
H -0.081 -1.862 -1.217 1.3 1.4 -0.4
H 3.713 -0.791 -2.862 0.1 0.2 1.8
H 3.925 0.543 -1.602 -0.1 -1.7 -0.1
H 4.829 -1.077 -1.434 -1.6 0.7 -0.3
H 1.683 -3.750 -0.371 1.4 0.2 -0.6
H 2.668 -3.640 -1.953 -0.1 0.5 1.5
H 3.545 -3.641 -0.309 -1.4 0.2 -0.8
H 2.146 1.457 0.469 0.2 -1.4 1.4
H 2.063 2.513 2.875 0.2 -1.7 0.1
H 2.271 0.871 5.043 0.2 -1.0 -1.6
H 2.615 -1.815 4.709 -0.1 1.2 -1.6
H 2.699 -2.899 2.175 -0.2 1.8 0.4
C 6.071 -7.459 1.222 0.2 0.4 -0.2
C 4.731 -8.066 0.847 -0.2 -0.3 0.2
O 3.738 -7.926 1.848 0.8 -0.1 0.7
C 3.040 -6.654 1.979 -0.8 0.2 -1.9
O 2.551 -6.254 0.822 0.3 0.7 0.9
C 3.887 -5.548 2.708 0.5 -1.2 -0.1
F 4.642 -6.083 3.707 0.0 0.3 0.0
F 3.084 -4.634 3.314 0.0 0.0 -0.1
F 4.736 -4.852 1.920 -0.3 0.3 0.2
H 6.313 -7.647 2.271 0.0 -0.1 -0.1
H 6.866 -7.872 0.594 0.0 -0.1 0.0
H 6.074 -6.381 1.065 0.0 -0.1 0.1
H 4.881 -9.147 0.744 -0.2 0.0 0.1
H 4.390 -7.717 -0.132 -0.1 0.3 0.2
H 2.305 -6.911 2.763 -0.2 -0.1 0.2



[2]
130
Properties=species:S:1:pos:R:3:forces:R:3 method="wB97M-V/def2-TZVPD" molar_mass_g_mol=2271.56 homo_ev=-9.166 fmax_ha_per_bohr=0.106
C -3.087 -1.648 1.115 0.7 -1.1 -0.3
C -1.844 -1.428 0.185 -1.7 0.5 1.2
Br -1.867 -2.958 -1.067 0.3 0.2 0.2
C -1.998 -0.037 -0.477 0.3 -0.3 -0.1
C -0.698 0.733 -0.904 -0.3 -1.2 -0.5
C -0.622 0.744 -2.464 0.7 0.1 -0.1
C -0.415 -0.640 -3.130 -0.8 0.1 -1.1
C 0.108 -0.490 -4.612 -0.4 0.2 1.3
S -0.646 0.879 -5.527 -0.8 -0.5 -3.7
O -2.075 0.905 -5.410 0.2 0.6 2.1
O -0.315 0.668 -6.912 1.4 -0.1 0.4
O 0.047 2.305 -5.116 -0.6 -1.7 0.7
C 0.647 0.104 -0.411 -0.2 0.9 -0.4
O 1.096 0.635 0.819 0.8 0.2 -0.5
O 0.204 0.251 1.840 -0.6 -0.7 0.6
O -0.734 2.045 -0.334 -1.0 -0.4 -0.2
C -1.650 2.921 -0.951 0.3 1.7 0.7
C -0.787 3.898 -1.886 -0.9 -1.4 -0.8
O 0.575 3.528 -1.750 -0.4 1.5 0.2
C 1.484 4.612 -1.568 0.6 -1.9 0.6
C 2.415 4.191 -0.377 0.5 0.4 -0.2
C 3.513 5.245 -0.035 -0.2 -0.3 1.0
C 3.138 6.155 1.181 -1.0 0.2 -0.8
O 3.319 7.574 0.904 -3.0 -0.6 -0.5
P 2.598 4.725 -3.067 1.0 1.1 -0.5
O 1.663 4.929 -4.431 0.1 -0.5 1.3
Cl 3.315 2.748 -3.243 -1.2 0.3 0.2
C -2.341 3.879 0.081 0.8 0.7 -0.6
Br -3.862 3.077 1.023 0.3 0.0 -0.2
C -1.289 4.583 1.018 -0.6 -0.8 0.4
C -1.486 4.331 2.526 1.1 -0.1 -0.3
Br -1.238 6.542 0.669 0.0 -0.5 0.1
H -3.990 -1.896 0.530 0.3 0.5 0.2
H -2.854 -2.551 1.708 -0.4 0.5 -0.2
H -3.232 -0.804 1.806 0.0 -0.2 -0.4
H -0.976 -1.566 0.837 0.0 0.3 -0.6
H -2.540 0.606 0.240 0.4 -0.3 -0.2
H -2.689 -0.150 -1.337 0.4 0.0 0.3
H -1.526 1.176 -2.932 0.4 -0.1 0.4
H 0.236 1.378 -2.778 -0.4 -0.1 0.5
H -1.391 -1.145 -3.231 0.4 0.1 0.3
H 0.305 -1.304 -2.630 -1.0 0.2 -0.1
H -0.166 -1.403 -5.166 0.0 0.7 -0.2
H 1.210 -0.424 -4.652 -0.9 0.4 -0.5
H 0.941 2.061 -4.817 0.2 0.5 0.0
H 1.414 0.442 -1.135 -0.4 0.1 0.9
H 0.672 -0.997 -0.442 -0.3 0.4 0.3
H 0.076 1.060 2.351 0.1 0.2 -0.3
H -2.472 2.446 -1.506 0.5 -0.1 0.1
H -1.088 3.686 -2.933 0.1 0.3 0.4
H -1.010 4.952 -1.666 0.4 -0.3 0.0
H 1.026 5.571 -1.265 -0.1 -0.2 -0.7
H 1.831 4.026 0.548 -0.1 0.0 -0.6
H 2.886 3.216 -0.597 -0.3 0.4 -0.1
H 3.799 5.897 -0.876 -0.1 -0.4 0.2
H 4.407 4.673 0.278 -0.2 0.4 -0.4
H 2.099 6.018 1.538 0.3 -0.1 -0.3
H 3.813 5.904 2.019 -1.2 0.1 -0.5
H 3.267 7.737 -0.043 -0.1 -0.2 0.0
H 2.190 5.522 -4.980 -0.1 0.0 -0.2
H -2.767 4.684 -0.543 -0.3 -0.6 0.4
H -0.301 4.202 0.725 -0.3 0.3 0.1
H -1.457 3.239 2.686 -0.2 0.4 0.0
H -0.590 4.734 3.035 -0.6 0.0 0.0
H -2.409 4.753 2.940 0.3 -0.1 -0.2
C 3.321 -1.721 -1.918 0.2 -0.1 0.1
Cl 4.590 -2.487 -2.871 -0.1 0.1 0.1
Cl 2.394 -0.595 -2.918 2.2 -0.3 0.1
Cl 2.255 -2.933 -1.202 0.1 -0.1 -0.1
H 3.786 -1.161 -1.117 0.0 0.0 0.0
C 4.602 -3.656 -7.010 0.1 0.1 0.0
Cl 5.803 -4.031 -5.769 0.0 -0.1 -0.1
Cl 3.681 -2.215 -6.569 0.0 0.0 0.0
Cl 5.378 -3.441 -8.581 0.0 0.0 0.1
H 3.915 -4.490 -7.081 0.0 0.0 0.0
C -0.940 -5.501 1.877 0.1 0.0 0.1
Cl -2.261 -6.674 1.827 0.0 0.0 0.0
Cl -1.328 -4.182 2.988 0.2 -0.4 -0.2
Cl 0.569 -6.287 2.342 -0.2 0.2 -0.1
H -0.817 -5.083 0.884 -0.1 0.0 0.0
C 7.007 7.659 1.701 -0.2 -0.4 0.4
Cl 7.171 9.271 0.986 0.0 -0.1 0.0
Cl 7.632 7.653 3.361 0.1 0.0 -0.1
Cl 5.316 7.130 1.653 5.3 1.1 0.8
H 7.602 6.968 1.116 0.0 0.1 0.0
C -3.884 -1.203 5.375 0.0 0.0 -0.1
Cl -2.585 -2.166 4.674 -0.1 0.3 0.3
Cl -3.971 0.368 4.580 0.0 0.0 0.0
Cl -5.427 -2.053 5.251 0.0 0.1 0.0
H -3.664 -1.046 6.424 0.0 0.0 0.0
C -4.007 -5.554 -3.789 0.0 0.1 0.1
Cl -4.523 -7.013 -2.941 0.0 0.0 -0.1
Cl -4.795 -4.128 -3.110 0.1 -0.2 -0.2
Cl -2.249 -5.382 -3.719 0.0 0.0 -0.1
H -4.299 -5.643 -4.828 0.0 0.0 0.0
C -3.785 -6.759 5.697 0.0 0.0 0.1
Cl -2.524 -7.110 6.882 -0.1 0.1 0.1
Cl -5.167 -7.835 5.926 0.0 0.0 -0.1
Cl -4.287 -5.070 5.802 0.0 -0.2 -0.1
H -3.379 -6.933 4.706 0.0 0.0 0.0
C -8.157 -2.025 -2.874 -0.1 0.0 0.1
Cl -6.920 -2.360 -1.658 -0.1 0.2 0.1
Cl -9.545 -3.094 -2.660 0.1 0.0 0.0
Cl -8.657 -0.333 -2.805 0.0 0.0 0.0
H -7.730 -2.214 -3.852 0.0 0.0 0.0
C -0.176 -10.420 5.909 -0.2 0.1 0.0
Cl 0.124 -11.872 4.942 0.0 0.0 0.0
Cl -0.683 -9.081 4.880 0.0 -0.1 0.1
Cl -1.386 -10.746 7.152 0.1 0.0 0.0
H 0.749 -10.142 6.399 0.0 0.0 0.0
C 1.316 -10.479 1.578 0.1 0.1 -0.1
Cl 2.737 -11.177 0.795 -0.1 0.0 0.0
Cl 1.789 -9.237 2.738 0.3 -0.3 -0.1
Cl 0.207 -9.813 0.376 0.0 0.0 0.1
H 0.802 -11.266 2.116 0.0 0.1 0.0
C 4.465 3.441 4.707 0.1 0.0 0.0
Cl 5.858 2.662 3.953 -0.1 0.0 0.0
Cl 4.986 4.710 5.815 -0.1 -0.1 0.0
Cl 3.380 4.100 3.475 0.0 -0.3 0.3
H 3.923 2.694 5.275 0.0 0.0 0.0
C 6.646 2.324 -5.222 0.0 0.1 0.1
Cl 6.050 0.947 -4.287 0.0 0.0 -0.1
Cl 6.008 3.846 -4.587 0.3 0.0 -0.2
Cl 8.412 2.346 -5.231 -0.1 0.0 0.0
H 6.303 2.213 -6.243 0.0 0.0 0.0
C -5.420 3.539 6.727 -0.1 0.0 -0.1
Cl -5.891 1.897 7.175 0.0 0.1 0.0
Cl -4.788 3.586 5.076 0.0 0.1 0.1
Cl -6.785 4.644 6.901 0.1 0.0 0.0
H -4.634 3.862 7.400 0.0 0.0 0.0



[3]
95
Properties=species:S:1:pos:R:3:forces:R:3 method="wB97M-V/def2-TZVPD" molar_mass_g_mol=900.65 multiplicity=5 homo_ev="-8.132 / -8.146" fmax_ha_per_bohr=0.061
C 1.563 -0.958 -4.056 -0.1 -0.3 0.0
C 1.427 0.530 -3.980 0.0 1.1 -0.6
H 1.383 -1.334 -5.069 0.0 0.0 0.3
H 0.871 -1.440 -3.351 0.2 0.1 -0.2
H 2.577 -1.282 -3.769 -0.2 0.2 0.0
C 1.305 1.336 -5.051 0.2 -0.5 0.5
C 1.324 0.899 -6.476 -0.1 -0.1 -0.6
H 1.259 2.416 -4.917 0.0 -0.2 0.1
H 1.339 -0.189 -6.597 0.0 0.3 0.0
H 2.206 1.298 -7.002 -0.2 -0.1 0.1
H 0.447 1.291 -7.011 0.1 -0.1 0.0
Ho -0.552 0.049 0.041 0.5 0.3 -1.7
Cl -0.110 -2.335 -0.968 -0.2 0.0 0.3
C 0.236 3.055 0.491 -0.9 -0.6 -0.6
O -0.792 2.442 0.100 1.2 0.9 0.7
N 0.210 4.253 1.068 0.0 0.1 0.0
C -1.065 4.920 1.302 0.1 0.1 0.0
C 1.432 4.990 1.375 0.0 -0.1 0.1
H 1.243 2.606 0.370 -0.3 0.3 0.0
H -1.859 4.171 1.225 0.1 0.3 0.0
H -1.225 5.725 0.569 0.0 -0.2 0.1
H -1.057 5.369 2.302 0.0 -0.2 -0.2
H 2.298 4.341 1.188 -0.2 0.2 0.0
H 1.430 5.302 2.430 0.0 -0.1 -0.3
H 1.514 5.892 0.749 0.0 -0.3 0.1
H -2.561 -1.218 5.098 -0.1 0.1 -0.2
H -0.871 -2.884 5.140 0.0 -0.1 -0.3
C -2.885 -1.449 4.078 0.1 0.0 0.0
C -1.167 -3.234 4.143 0.0 0.0 -0.2
N -1.785 -2.138 3.410 -0.4 -0.2 0.1
H -3.131 -0.536 3.532 0.1 -0.2 0.1
C -1.534 -1.957 2.120 -0.2 0.6 -0.7
O -2.099 -1.091 1.408 0.5 -1.0 0.8
H -0.288 -3.559 3.578 -0.1 -0.1 0.3
H -0.746 -2.610 1.690 -0.3 0.2 0.1
H -3.765 -2.107 4.135 0.2 0.2 -0.1
H -1.870 -4.073 4.249 0.2 0.2 0.0
H -1.362 -0.553 -4.209 -0.2 0.0 0.2
H -1.657 2.077 -4.812 -0.2 -0.1 0.2
C -2.333 -0.467 -3.701 0.4 0.0 -0.1
C -2.632 1.926 -4.323 -0.1 0.0 0.1
N -2.537 0.915 -3.277 -0.5 0.2 0.5
H -2.362 -1.134 -2.835 0.1 0.2 -0.2
C -2.738 1.240 -1.996 0.5 -0.6 -0.3
O -2.551 0.453 -1.039 -0.4 0.7 -0.7
H -2.959 2.866 -3.864 0.1 -0.2 -0.2
H -3.102 2.278 -1.855 0.3 -0.4 0.2
H -3.125 -0.729 -4.417 0.1 0.0 0.2
H -3.362 1.610 -5.080 0.1 0.1 0.2
O 0.463 0.736 -1.788 -1.2 -0.5 1.3
C 1.518 1.100 -2.568 0.5 -0.2 0.0
C 0.684 3.503 -2.598 0.0 0.2 0.1
C 1.743 2.609 -2.487 0.2 -0.6 -0.1
H -0.314 3.102 -2.781 0.2 0.1 0.1
C 0.909 4.871 -2.442 0.0 -0.3 -0.1
H 2.436 0.618 -2.177 0.1 0.2 0.1
C 3.029 3.070 -2.229 -0.1 0.2 -0.1
H 0.061 5.557 -2.498 0.3 -0.1 0.0
C 2.209 5.338 -2.232 0.0 0.1 0.1
C 3.272 4.437 -2.124 0.0 0.1 0.0
H 3.825 2.331 -2.129 -0.1 0.3 0.0
H 2.389 6.411 -2.144 0.0 -0.3 0.0
H 4.289 4.798 -1.964 -0.3 0.0 0.0
Si -1.535 -7.094 -1.563 0.0 0.0 0.1
Cl -0.844 -6.993 -3.517 0.1 -0.1 -0.3
C -3.298 -6.468 -1.614 0.0 0.0 0.0
C -0.366 -6.033 -0.571 0.0 0.0 0.1
C -1.483 -8.898 -1.040 0.0 0.0 0.0
H -3.330 -5.449 -2.019 0.0 -0.2 0.1
H -3.739 -6.459 -0.610 0.0 0.0 -0.1
H -3.916 -7.110 -2.256 0.1 0.1 0.1
H -2.130 -9.513 -1.680 0.1 0.2 0.1
H -1.825 -9.012 -0.003 0.1 0.0 -0.2
H -0.464 -9.299 -1.109 -0.2 0.1 0.0
H -0.359 -4.987 -0.915 0.0 -0.3 0.1
H 0.657 -6.425 -0.663 -0.2 0.1 0.0
H -0.643 -6.039 0.492 0.1 0.0 -0.1
O -0.432 0.937 2.373 1.2 -0.3 0.3
C 0.735 0.455 2.506 -0.5 0.2 -1.0
O 1.296 -0.223 1.574 -0.5 0.7 1.2
C 1.430 0.707 3.827 0.4 0.0 0.5
C 2.190 -0.312 4.401 0.2 -0.1 0.8
C 2.604 -0.212 5.750 -1.1 1.5 -1.0
C 2.347 0.950 6.492 0.0 -0.1 -0.1
C 1.677 2.018 5.875 0.3 -1.7 -1.4
C 1.226 1.899 4.535 0.1 0.0 0.8
N 1.379 3.199 6.644 -0.5 2.6 1.7
O 1.674 3.212 7.859 -0.5 -0.3 -2.4
O 0.827 4.166 6.076 1.0 -2.0 0.7
N 3.180 -1.359 6.405 1.4 -2.4 1.4
O 3.370 -2.397 5.735 -0.5 2.1 1.0
O 3.451 -1.282 7.622 -0.6 0.2 -2.3
H 2.445 -1.194 3.824 -0.2 0.0 0.1
H 2.660 1.020 7.534 -0.1 0.0 -0.3
H 0.719 2.735 4.063 -0.1 -0.2 0.2